No. 1
14
Properties=species:S:1:pos:R:3 method="wB97M-V/def2-TZVPD" e_homo_ev=-3.3113 e_lumo_ha=0.1476 energy_ev=-18162.4901 multiplicity=1 total_charge=-1 homo_lumo_gap_ev=7.33
C -0.300 2.003 1.410
S -1.618 1.204 0.389
H -0.812 2.401 2.285
H 0.491 1.308 1.685
H 0.179 2.871 0.945
H 0.083 0.374 -1.120
H -0.286 0.239 -2.640
O 0.424 0.151 -2.015
H -0.150 -1.898 1.395
H -0.950 -0.939 0.354
O -0.668 -1.859 0.589
H 0.766 -2.238 -0.499
H 1.345 -1.386 -1.618
O 1.495 -2.231 -1.161

***

No. 2
6
Properties=species:S:1:pos:R:3 method="wB97M-V/def2-TZVPD" e_homo_ev=-9.8875 e_lumo_ha=-0.0290 energy_ev=-144672.4012 multiplicity=1 total_charge=0 homo_lumo_gap_ev=9.10
C 0.222 -0.214 0.130
N -0.723 0.959 -0.141
O -1.779 0.676 -0.556
Br 0.862 -0.417 2.011
Br 1.533 0.282 -1.113
H -0.116 -1.285 -0.331

***

No. 3
5
Properties=species:S:1:pos:R:3 method="wB97M-V/def2-TZVPD" e_homo_ev=-10.4172 e_lumo_ha=-0.0246 energy_ev=-211179.8565 multiplicity=1 total_charge=0 homo_lumo_gap_ev=9.75
C -5.184 16.089 -27.930
Br -3.386 15.468 -27.287
Br -6.330 16.153 -26.279
Br -6.052 15.067 -29.426
H -5.279 17.118 -28.278

***

No. 4
6
Properties=species:S:1:pos:R:3 method="wB97M-V/def2-TZVPD" e_homo_ev="-7.2988 / -10.2220" e_lumo_ha="0.0153 / -0.1162" energy_ev=-106972.4838 multiplicity=3 total_charge=0 homo_lumo_gap_ev="7.72 / 7.06"
C 0.238 0.910 0.267
S -1.244 1.490 0.288
Cl -0.992 -1.745 -0.973
Cl 1.210 0.673 1.628
Br 1.118 0.756 -1.432
H -0.330 -2.084 0.222

***

No. 5
6
Properties=species:S:1:pos:R:3 method="wB97M-V/def2-TZVPD" e_homo_ev=-10.0174 smiles="O=C(Cl)NBr" e_lumo_ha=0.0056 energy_ev=-87153.8241 multiplicity=1 total_charge=0 homo_lumo_gap_ev=10.17
O -0.180 1.723 -0.366
C -0.535 0.417 -0.143
Cl -2.052 -0.220 -0.034
N 0.402 -0.424 0.192
Br 2.101 0.020 0.134
H 0.264 -1.516 0.217

***

No. 6
9
Properties=species:S:1:pos:R:3 method="wB97M-V/def2-TZVPD" e_homo_ev=-11.0089 smiles="O=[N+]([O-])[C@H](Br)N(F)F" e_lumo_ha=-0.0221 energy_ev=-83598.2547 multiplicity=1 total_charge=0 homo_lumo_gap_ev=10.41
O -1.505 -2.139 -0.225
N -0.342 -1.857 -0.215
O 0.485 -2.491 0.384
C -0.006 -0.415 -0.627
Br -1.395 0.130 -1.839
N 1.303 -0.449 -1.057
F 1.867 0.795 -1.126
F 1.289 -0.919 -2.440
H 0.044 0.188 0.328

***

No. 7
8
Properties=species:S:1:pos:R:3 method="wB97M-V/def2-TZVPD" e_homo_ev="-8.7185 / -8.7193" e_lumo_ha="-0.1819 / -0.1819" energy_ev=-91455.9468 multiplicity=1 total_charge=0 homo_lumo_gap_ev="3.77 / 3.77"
C 1.640 0.089 0.211
O 0.414 -0.023 0.282
O -3.028 -1.206 -1.195
F 2.367 -1.026 -0.261
F 2.206 0.351 1.445
S -3.135 -0.556 0.069
Br -2.693 1.485 -0.138
H 2.229 0.885 -0.413

***

No. 8
7
Properties=species:S:1:pos:R:3 method="wB97M-V/def2-TZVPD" e_homo_ev="-9.3837 / -10.1969" e_lumo_ha="-0.1302 / -0.0476" energy_ev=-89410.0614 multiplicity=1 total_charge=0 homo_lumo_gap_ev="5.84 / 8.90"
C 0.952 0.263 0.077
O 0.471 -2.379 -0.556
F 1.626 0.809 1.076
F 1.592 0.292 -1.099
S 1.254 -1.670 0.432
Br 4.535 0.512 -0.120
H -0.136 0.685 0.137